Entry 1:
13
Properties=species:S:1:pos:R:3:forces:R:3:nbo_charge:R:1 method="wB97M-V/def2-TZVPD" lumo_ha=-0.0422 gap_ev=6.6 homo_energy_ev=-7.8
Cl -0.139454 -3.279861 -0.417113 -0.89 -0.54 0.42 0.138
Cl 0.570797 1.322912 -2.641436 -0.47 -0.26 0.54 -0.328
Si 0.018490 0.500872 -0.856018 0.71 -2.70 0.38 1.683
O 0.977215 -2.255935 -0.977121 0.24 2.68 -0.28 -0.842
C -1.811441 -0.051518 -0.531561 1.54 -0.15 -1.41 -1.097
C 1.238895 0.423863 1.675209 1.42 0.49 -1.34 -0.280
C 1.121421 1.118552 0.530557 -0.85 1.71 0.20 -0.761
H 1.208024 -0.651198 1.682941 -0.78 -0.33 0.27 0.233
H 1.760004 0.938666 2.462421 -0.04 -0.16 0.58 0.203
H -1.973941 -0.949963 0.090527 0.58 0.58 -0.07 0.295
H -2.117941 0.871659 -0.085252 -0.97 0.43 0.55 0.237
H -2.318308 -0.221919 -1.502655 0.31 0.29 0.52 0.269
H 1.466240 2.233870 0.569501 -0.81 -2.05 -0.37 0.251

=====

Entry 2:
13
Properties=species:S:1:pos:R:3:forces:R:3:nbo_charge:R:1 method="wB97M-V/def2-TZVPD" lumo_ha=-0.0306 gap_ev=7.3 homo_energy_ev=-8.2
Cl 3.352341 -0.335043 -1.005146 0.32 -0.29 -0.50 -0.032
Cl 5.236585 1.163516 0.909145 0.70 1.51 0.43 -0.238
Cl -1.739252 1.973142 -0.989705 0.48 -0.37 -0.74 -0.086
P 4.667303 -0.704219 0.721463 -1.29 -1.35 -0.54 0.890
C 2.913164 -0.602475 0.882097 -0.21 -0.19 0.57 -0.590
C -0.473884 1.477610 0.184320 -2.38 -2.60 1.73 -0.570
C 2.038331 -1.841307 1.002317 -0.14 0.32 2.68 -0.695
H 2.491601 -2.847943 0.915475 -0.27 0.42 -0.48 0.194
H -1.196371 1.100152 1.017735 1.89 0.73 -0.98 0.216
H 1.618403 -1.802182 2.103551 0.83 -0.01 -1.92 0.239
H 1.148893 -1.675212 0.403366 -0.01 -0.41 -0.25 0.235
H -0.014989 2.374978 0.451880 1.01 1.07 0.62 0.213
H 0.245943 0.629919 -0.011713 -0.94 1.17 -0.61 0.224

=====

Entry 3:
11
Properties=species:S:1:pos:R:3:forces:R:3:nbo_charge:R:1 method="wB97M-V/def2-TZVPD" smiles=CC[C@@H](F)Cl lumo_ha=0.0390 gap_ev=12.1 homo_energy_ev=-11.0
Cl 2.615458 -0.459994 0.010997 -0.40 0.86 -0.04 -0.095
F 1.228197 1.849265 0.025564 0.46 -0.75 -0.30 -0.342
C -1.198364 -0.394693 -0.229182 -0.25 0.70 -1.99 -0.606
C 1.074921 0.499952 -0.222058 0.26 -0.21 0.35 0.245
C -0.024668 -0.049921 0.650258 -0.23 -0.58 1.04 -0.474
H -0.255315 0.688233 1.472526 0.14 -0.82 -0.92 0.235
H 0.254888 -1.003196 1.098330 0.52 0.31 0.29 0.229
H -0.881841 -0.833329 -1.227373 -0.04 0.77 1.00 0.202
H -1.758823 0.526672 -0.412052 -0.22 -0.28 -0.35 0.210
H 0.810853 0.330301 -1.262139 0.37 0.47 -0.13 0.176
H -1.865302 -1.153294 0.095127 -0.62 -0.46 1.05 0.221

=====

Entry 4:
11
Properties=species:S:1:pos:R:3:forces:R:3:nbo_charge:R:1 method="wB97M-V/def2-TZVPD" smiles=C[C@@H](Cl)CF lumo_ha=0.0351 gap_ev=11.7 homo_energy_ev=-10.7
Cl 1.180258 -1.519910 1.077613 0.36 -0.36 -0.08 -0.044
F 0.662660 0.079323 -1.758507 0.17 -0.42 -1.89 -0.355
C -1.178726 -0.471035 0.100116 0.54 -0.74 3.05 -0.634
C 0.922825 0.679256 -0.578748 -2.41 -3.87 0.68 0.058
C 0.257287 -0.130803 0.522922 -0.72 1.80 -0.18 -0.231
H -1.797019 0.304855 0.491570 -0.58 1.01 -0.27 0.215
H -1.250134 -0.564276 -0.947584 -0.40 -0.62 -0.92 0.235
H 1.895203 0.692524 -0.399799 4.62 0.14 0.49 0.165
H 0.269896 0.627339 1.315539 -0.23 -0.65 0.50 0.204
H -1.520363 -1.309595 0.761194 0.26 0.16 -1.30 0.229
H 0.558113 1.612323 -0.584315 -1.61 3.55 -0.09 0.157

=====

Entry 5:
11
Properties=species:S:1:pos:R:3:forces:R:3:nbo_charge:R:1 method="wB97M-V/def2-TZVPD" lumo_ha=0.0216 gap_ev=10.9 homo_energy_ev=-10.3
Cl -2.145985 -1.088996 0.104401 0.16 0.16 0.14 -0.129
F 1.243861 -1.499971 -0.633542 -0.17 1.01 1.44 -0.377
C 0.113503 0.441849 0.173689 2.21 5.87 -2.17 -0.509
C 1.025905 -0.697749 0.516813 3.74 0.51 2.83 0.009
C -1.136862 0.299189 -0.590040 -4.86 1.32 1.33 -0.368
H -1.963035 1.313461 -0.313056 2.88 -3.03 -1.53 0.239
H 0.148126 1.556382 0.869544 -0.25 -4.15 -1.30 0.273
H -1.125721 -0.039628 -1.641545 0.44 0.92 0.58 0.240
H 1.038162 -1.529310 1.590797 -0.76 2.91 -3.60 0.221
H 1.966013 0.163960 0.716751 -1.56 -3.56 -0.29 0.180
H 0.836034 1.080818 -0.793808 -1.85 -1.95 2.57 0.219

=====

Entry 6:
18
Properties=species:S:1:pos:R:3:forces:R:3:nbo_charge:R:1 method="wB97M-V/def2-TZVPD" smiles="O=S(=O)([PH2](Cl)CCF)C(F)(F)F" lumo_ha=0.0147 gap_ev=10.5 homo_energy_ev=-10.1
Cl 0.432665 -3.096481 -1.079798 -0.01 0.08 0.01 -0.436
S -0.795496 0.881817 0.388655 -0.34 0.71 0.22 1.698
P -0.056796 -1.103519 -0.338918 0.19 -1.19 -0.06 0.805
F -3.158159 1.691052 -0.543809 0.07 -0.48 0.39 -0.297
F 2.092819 0.549460 -1.631212 -0.07 0.04 -0.73 -0.353
F -3.236094 0.868008 1.473446 0.03 -0.03 -0.36 -0.296
F -3.007122 -0.469349 -0.233307 0.03 0.33 0.07 -0.334
O -0.444885 1.948516 -0.508508 -0.04 0.14 -0.45 -0.925
O -0.508619 1.039978 1.791496 0.03 -0.30 0.36 -0.936
C -2.684822 0.745611 0.271217 -0.13 0.23 -0.09 0.741
C 1.632108 -0.741919 0.279771 0.18 0.13 -0.34 -0.745
C 2.244086 0.527135 -0.275002 -0.01 0.00 0.78 0.047
H 2.235845 -1.582605 -0.015384 0.08 -0.37 -0.15 0.271
H 3.300514 0.535232 -0.035506 0.30 -0.06 -0.01 0.183
H 1.797916 1.409799 0.160997 -0.13 0.29 -0.09 0.193
H 1.634622 -0.702786 1.361437 -0.34 0.06 0.32 0.282
H -0.948660 -1.702582 0.548712 0.03 0.15 0.07 0.043
H -0.529922 -0.797366 -1.614286 0.13 0.27 0.06 0.060

=====

Entry 7:
15
Properties=species:S:1:pos:R:3:forces:R:3:nbo_charge:R:1 method="wB97M-V/def2-TZVPD" smiles="O=S(=O)(CCl)OCCF" lumo_ha=0.0211 gap_ev=12.1 homo_energy_ev=-11.5
Cl -3.402840 -0.377739 0.082692 0.92 0.05 -0.39 0.000
S -0.517986 0.415061 0.004600 1.12 -0.86 0.57 2.317
F 4.364030 -0.033800 0.053865 0.23 -0.32 -0.10 -0.372
O -0.757896 1.175862 -1.184732 0.42 0.60 0.77 -0.897
O -0.417866 0.933017 1.357633 -0.27 -0.15 -1.83 -0.892
O 0.854345 -0.524887 -0.248982 -0.73 2.03 -0.23 -0.721
C -1.699926 -0.916239 -0.135727 -0.78 0.72 2.37 -0.628
C 2.117411 0.260824 -0.083285 -0.89 0.62 -0.15 -0.127
C 3.188886 -0.801313 0.036817 1.12 -0.17 -0.40 0.034
H 3.189615 -1.341471 1.001161 -0.42 0.18 -0.51 0.181
H 2.394705 1.105860 -0.836560 -0.91 -2.09 0.40 0.218
H 3.280183 -1.555372 -0.823613 -0.49 1.26 1.11 0.183
H 1.980720 0.858051 0.827403 0.35 -0.56 0.18 0.213
H -1.496002 -1.279698 -1.080591 -0.07 -0.97 -1.96 0.243
H -1.556330 -1.634153 0.649882 0.41 -0.35 0.15 0.248

=====

Entry 8:
11
Properties=species:S:1:pos:R:3:forces:R:3:nbo_charge:R:1 method="wB97M-V/def2-TZVPD" lumo_ha=0.0243 gap_ev=9.9 homo_energy_ev=-9.2
Cl 1.048351 -0.695624 -2.014999 -0.59 0.62 0.23 0.024
N -1.176977 1.321477 2.589446 3.91 -1.08 -2.69 -0.797
C -0.344676 0.524567 0.247333 2.02 -5.06 -2.57 -0.256
C -0.960425 0.065491 1.584431 -1.96 0.13 -0.23 -0.266
C 0.251664 -0.530726 -0.490313 1.33 0.60 5.51 -0.245
H -1.234320 2.012322 1.726885 0.49 -0.69 3.03 0.352
H -0.443920 1.391719 -0.352245 -0.94 1.35 0.27 0.220
H -1.980462 -0.600733 1.121361 2.41 2.38 2.27 0.215
H 0.020847 1.356346 3.071909 -4.75 0.44 -2.25 0.345
H 0.725004 -1.288389 0.331126 -1.55 0.97 -2.54 0.196
H -0.349657 -0.651991 2.181117 -0.37 0.34 -1.03 0.213

=====

Entry 9:
12
Properties=species:S:1:pos:R:3:forces:R:3:nbo_charge:R:1 method="wB97M-V/def2-TZVPD" total_charge=+1 lumo_ha=-0.2121 gap_ev=8.9 homo_energy_ev=-14.7
Cl 3.869332 -0.456385 -0.057781 -1.18 0.26 -0.14 0.231
N 0.236087 0.952863 0.020373 -0.67 0.89 -0.26 -0.460
N 2.454515 0.472539 0.191398 -0.28 0.54 0.12 -0.341
C -1.006761 0.591573 0.110513 -2.00 2.10 0.02 0.333
C -1.536033 -0.756895 0.189263 -0.14 -0.52 -2.93 -0.748
C 1.326974 0.093213 -0.256102 2.72 1.78 2.15 0.176
H 0.510775 1.959584 0.072573 -0.46 -0.95 0.00 0.473
H -1.839012 -1.190480 -0.821117 0.73 0.88 0.49 0.314
H -1.858012 1.414038 0.143625 2.33 -1.32 0.06 0.266
H 1.228216 -0.764619 -0.772822 -1.09 -2.89 -1.81 0.204
H -0.898772 -1.480979 0.568344 1.42 -1.22 0.96 0.264
H -2.487312 -0.834447 0.611733 -1.38 0.45 1.35 0.288

=====

Entry 10:
13
Properties=species:S:1:pos:R:3:forces:R:3:nbo_charge:R:1 method="wB97M-V/def2-TZVPD" smiles="[H]/N=C(/N)N(Cl)C=C" lumo_ha=0.0037 gap_ev=9.1 homo_energy_ev=-9.0
Cl -1.799240 -0.815185 1.116002 0.93 0.60 -0.54 0.127
N -0.534355 1.879126 1.263836 -1.44 -3.16 0.38 -0.822
N 0.754703 1.664611 -0.624221 1.04 0.55 -1.10 -0.749
N -0.580089 -0.128674 0.048760 -1.46 0.41 0.46 -0.470
C 0.685371 -2.135543 -0.345786 -1.58 1.17 2.88 -0.376
C -0.034268 1.165707 0.207053 -1.40 0.05 0.25 0.577
C 0.081725 -1.022275 -0.749757 2.26 -2.14 -2.05 -0.046
H 0.654883 -2.534521 0.684007 -0.07 0.32 -0.64 0.201
H 0.903077 1.092374 -1.450513 0.27 0.01 0.38 0.349
H 1.347980 -2.527099 -1.003743 1.53 -1.80 -1.93 0.196
H -0.343689 2.840632 1.230715 -0.21 1.22 -0.04 0.408
H 0.332218 -0.940299 -1.871964 -1.16 1.19 1.64 0.210
H -1.468318 1.461149 1.495614 1.27 1.58 0.30 0.394

=====

Entry 11:
13
Properties=species:S:1:pos:R:3:forces:R:3:nbo_charge:R:1 method="wB97M-V/def2-TZVPD" lumo_ha="0.0320 / -0.0239" multiplicity=3 gap_ev="6.6 / 8.9" homo_energy_ev="-5.7 / -9.6"
Cl 1.864347 1.750853 -2.468706 0.18 0.13 1.02 -0.002
N -1.276760 0.175313 -1.048923 -3.08 -2.52 2.23 -0.054
N -1.508977 0.166991 0.263983 -0.80 0.59 -1.48 -0.241
N -0.241284 0.731009 -1.586808 -0.55 1.25 -4.46 -0.470
C 0.305130 -1.206496 1.331168 0.76 5.41 -0.03 -0.663
C 0.942915 1.112197 -1.145777 2.74 -0.13 0.04 -0.078
C -1.009854 -0.493647 1.203503 1.20 -0.01 1.12 0.098
H 0.955571 1.374067 -0.135458 0.89 1.07 1.31 0.184
H -1.554944 -0.426707 2.113529 -0.57 0.24 0.77 0.173
H 1.157986 -0.330491 1.322586 -1.81 -2.60 0.09 0.222
H 0.315071 -1.778644 2.178729 0.26 -1.02 2.47 0.220
H 0.380059 -1.847077 0.567990 1.01 -2.24 -3.36 0.220
H -0.329261 0.772632 -2.595816 -0.25 -0.16 0.29 0.391

=====

Entry 12:
18
Properties=species:S:1:pos:R:3:forces:R:3:nbo_charge:R:1 method="wB97M-V/def2-TZVPD" smiles="COC(=O)ON(O)C(=O)N(N)Cl" lumo_ha="-0.0237 / -0.0237" gap_ev="7.5 / 7.5" homo_energy_ev="-8.2 / -8.2"
Cl 4.565020 1.131096 -0.229148 -0.95 -0.44 0.53 0.029
O -0.207024 -0.184079 -0.282731 0.35 1.38 0.58 -0.472
O 0.810230 -1.779705 1.138003 -0.66 -0.29 1.64 -0.575
O -2.162530 0.412867 -0.752444 -3.16 1.29 -0.32 -0.474
O -1.865397 -1.559172 0.424274 -2.04 -0.93 0.54 -0.624
O 3.358556 -1.669916 -0.429381 -0.71 1.46 0.37 -0.487
N 2.055404 1.403611 0.819873 -0.59 1.30 -1.52 -0.563
N 2.926146 0.490091 0.337999 2.22 1.38 0.37 -0.262
N 0.953928 -1.105604 -0.028657 0.22 -1.85 -2.06 0.023
C 2.714692 -0.745382 -0.061260 -3.18 -1.51 0.10 0.825
C -3.628634 0.531856 -0.844888 -0.19 2.21 0.14 -0.275
C -1.588656 -0.550908 -0.122405 5.66 -0.35 -0.27 1.003
H -3.987100 0.119648 -1.737279 -0.13 -1.74 -1.12 0.197
H -4.266201 0.262625 0.006031 0.93 -0.36 0.05 0.211
H 1.977058 2.137709 0.091360 -0.47 -0.59 0.70 0.364
H -3.918390 1.594738 -1.116667 1.18 -0.71 0.98 0.204
H 2.248664 1.883779 1.705126 0.64 -1.03 -0.24 0.380
H 0.014234 -2.373253 1.082200 0.88 0.79 -0.48 0.496

=====

Entry 13:
12
Properties=species:S:1:pos:R:3:forces:R:3:nbo_charge:R:1 method="wB97M-V/def2-TZVPD" smiles="O/C=C/Cl.C=N" lumo_ha=0.0290 gap_ev=9.6 homo_energy_ev=-8.8
Cl 0.493417 1.203989 -1.882880 0.18 0.34 0.58 -0.034
O 0.875297 1.158607 2.063222 -1.91 0.28 1.47 -0.682
N -0.447828 -1.681934 -1.046626 0.87 -1.50 -1.43 -0.591
C -1.463770 -1.568230 -0.337042 -0.52 2.23 2.01 -0.044
C 0.433683 1.168439 0.804682 0.22 1.10 -0.89 0.120
C 1.183924 1.210909 -0.263391 0.11 -0.80 -1.67 -0.288
H 2.223966 1.045596 -0.278131 1.09 -0.03 0.02 0.200
H -0.588627 1.425984 0.570838 -0.54 -0.37 1.13 0.191
H -1.351326 -1.013945 0.671062 -0.03 -1.06 -1.33 0.146
H -2.502296 -1.683600 -0.616802 -0.29 -0.69 -0.29 0.147
H 1.758519 0.903665 2.283820 0.89 -0.32 -0.73 0.497
H -0.614958 -2.169481 -1.968753 -0.07 0.83 1.12 0.339

=====

Entry 14:
12
Properties=species:S:1:pos:R:3:forces:R:3:nbo_charge:R:1 method="wB97M-V/def2-TZVPD" smiles="C=NOCCCl" lumo_ha=0.0397 gap_ev=11.1 homo_energy_ev=-10.1
Cl -3.506978 -0.169878 -0.085082 -0.37 -0.50 0.09 -0.043
O 0.466261 0.314778 -0.055039 -0.04 -0.74 0.13 -0.428
N 1.610931 -0.509840 0.145263 -1.32 -0.48 -0.56 -0.123
C -1.892493 0.468636 0.176549 1.14 0.38 -0.78 -0.414
C 2.700510 0.061758 -0.113340 -0.89 1.94 -0.36 -0.131
C -0.761367 -0.541461 0.016034 1.79 -0.05 0.15 -0.081
H 3.574809 -0.533307 -0.172833 0.70 -0.48 0.43 0.196
H -0.844216 -1.158948 -0.911877 -0.03 0.61 0.64 0.191
H 2.739662 1.150047 -0.345729 0.02 -0.79 -0.04 0.176
H -1.853548 0.954420 1.158788 0.00 0.00 -0.48 0.226
H -0.514669 -1.194336 0.864718 -0.82 0.04 -0.17 0.203
H -1.718902 1.158132 -0.677456 -0.18 0.06 0.95 0.226

=====

Entry 15:
13
Properties=species:S:1:pos:R:3:forces:R:3:nbo_charge:R:1 method="wB97M-V/def2-TZVPD" lumo_ha=0.0186 gap_ev=9.5 homo_energy_ev=-9.0
Cl -2.294151 0.369474 0.840861 0.42 0.43 1.22 0.010
S 0.389334 1.602003 -0.926349 0.20 -0.34 0.13 0.165
O -2.852634 -1.243832 -1.059665 -0.54 3.40 0.83 -0.486
N 0.619066 -0.075158 -0.809763 -1.55 0.87 -1.89 -0.560
C 1.284067 -0.699750 0.034253 0.16 0.60 0.26 0.106
C -2.993896 -0.106258 -0.618346 -1.08 -2.54 -2.19 0.316
C 2.052648 -0.118692 1.157211 0.99 -1.54 0.24 -0.709
H 1.467994 0.425023 1.864604 -0.50 0.91 0.13 0.235
H 1.198918 -1.751096 -0.167066 0.47 -0.72 0.52 0.190
H 2.974687 0.368969 0.851906 -0.22 0.58 -0.20 0.237
H -0.600710 1.455400 -1.835739 0.33 0.19 0.15 0.111
H -3.658864 0.738081 -1.048240 1.04 -1.39 0.30 0.159
H 2.413540 -0.964166 1.716339 0.28 -0.45 0.51 0.224

=====

Entry 16:
13
Properties=species:S:1:pos:R:3:forces:R:3:nbo_charge:R:1 method="wB97M-V/def2-TZVPD" smiles="S=CNOCCCl" lumo_ha=0.0256 gap_ev=9.1 homo_energy_ev=-8.4
Cl -2.605608 0.041234 -0.458373 -0.04 0.04 -0.03 -0.055
S 2.826555 -0.003371 -0.449417 0.11 0.07 -0.31 -0.159
O 0.240518 0.119823 1.062097 0.22 -0.33 0.48 -0.369
N 0.505004 1.065875 0.128112 -1.60 1.14 -0.96 -0.280
C 1.605231 1.070587 -0.634945 0.11 -0.39 0.44 -0.111
C -1.844873 -1.056198 0.705215 0.11 -1.24 0.96 -0.416
C -0.349868 -1.126074 0.572769 1.25 1.17 -0.53 -0.106
H -2.222730 -2.094387 0.568472 -0.10 0.82 -0.04 0.226
H 0.106506 -1.809832 1.291026 -0.40 -0.44 -0.28 0.221
H 1.625008 1.879299 -1.381907 -0.19 -0.24 0.42 0.210
H -2.076723 -0.727353 1.742713 -0.05 -0.12 -0.83 0.230
H 0.040165 -1.312171 -0.458446 -0.48 -0.03 0.81 0.214
H -0.323867 1.667820 -0.030648 1.08 -0.46 -0.12 0.393

=====

Entry 17:
12
Properties=species:S:1:pos:R:3:forces:R:3:nbo_charge:R:1 method="wB97M-V/def2-TZVPD" smiles="[H]/N=C(/CCl)SC" lumo_ha=0.0280 gap_ev=9.9 homo_energy_ev=-9.1
Cl -2.967386 -0.397119 0.083915 -0.65 -0.07 0.55 -0.053
S -0.084419 -1.199880 -0.170932 0.03 0.21 0.40 0.229
N 0.460229 1.420239 0.124763 -0.55 1.79 0.46 -0.655
C -1.912511 0.975448 -0.313244 1.70 -3.92 -3.04 -0.403
C -0.415096 0.547570 -0.009191 -0.74 -0.68 -1.66 0.147
C 1.675438 -1.295793 0.255324 0.17 1.26 -4.11 -0.744
H -2.099893 1.780174 0.246764 -1.02 3.08 2.07 0.219
H 2.396300 -1.098710 -0.638613 -1.41 -0.33 1.39 0.218
H 1.417208 1.155809 0.258653 0.34 -0.52 -0.03 0.354
H 1.742536 -2.278004 0.530916 0.57 -2.60 0.68 0.230
H -2.203106 1.099040 -1.408479 1.25 0.36 1.41 0.244
H 1.990695 -0.708776 1.040128 0.31 1.44 1.89 0.215

=====

The records above give, respectively, ΔE to the lowest compared entry with this formula, charge and spin values of 134.66 107.99 5.15 15.15 100.81 0.00 18.73 83.61 59.25 52.87 11.42 58.57 64.86 66.15 37.79 46.85 31.05 kcal/mol.